Computed, not measured: a molecular structure, C20H36NO2P3SSn at a distorted geometry, with ωB97M-V with the def2-TZVPD basis set.

The gap between HOMO and LUMO (alpha / beta) is 4.51 / 5.35 eV. The HOMO energy (alpha / beta) is -18.43 / -18.48 eV. Its total charge is +4. The calculation puts the relative energy (zero: lowest compared OMol25 entry of this formula, charge and spin) at 0.00 kJ/mol.

Geometry as XYZ:
```
64
Properties=species:S:1:pos:R:3:forces:R:3:nbo_charge:R:1
P 3.3335 -0.8395 0.3255 1.16 0.01 -0.48 0.930
C 4.1069 -1.0384 1.9789 -0.81 0.11 0.33 -0.935
H 4.9682 -1.7171 1.9181 -0.20 0.24 -0.05 0.274
H 3.3496 -1.4604 2.6575 0.46 0.10 -0.03 0.253
H 4.4197 -0.0497 2.3481 -0.11 -0.38 -0.05 0.263
C 3.8808 -2.3756 -0.5220 -0.77 -0.15 0.00 -0.938
H 3.8179 -2.2408 -1.6109 0.12 -0.11 0.23 0.223
H 3.2002 -3.1878 -0.2275 0.38 0.02 -0.14 0.243
H 4.9090 -2.6285 -0.2318 -0.25 0.08 -0.14 0.277
C 4.4867 0.3649 -0.4463 -0.49 0.26 0.01 -0.937
H 5.5068 -0.0369 -0.5034 -0.24 0.06 0.05 0.276
H 4.4815 1.2811 0.1570 0.11 -0.13 -0.24 0.256
H 4.1284 0.6038 -1.4566 0.26 0.04 0.14 0.207
P -0.9149 3.6735 -0.1877 0.18 0.19 0.42 1.485
C -1.0798 4.4105 1.4158 -0.13 0.28 0.27 -0.982
H -1.4814 5.4212 1.2558 0.06 -0.10 0.17 0.308
H -0.1137 4.4753 1.9302 -0.13 -0.01 -0.17 0.313
H -1.7838 3.8379 2.0342 0.16 0.09 -0.16 0.301
C 0.1108 4.5998 -1.3095 0.24 0.15 -0.11 -0.971
H 0.0975 4.1420 -2.3089 -0.07 0.24 0.22 0.255
H 1.1460 4.6274 -0.9417 -0.27 0.15 -0.04 0.301
H -0.3041 5.6160 -1.3536 0.22 -0.10 -0.17 0.316
C -2.5046 3.3901 -0.9312 -0.38 -0.24 -0.03 -0.984
H -2.9165 4.3947 -1.1156 -0.08 -0.27 -0.04 0.319
H -3.1715 2.8490 -0.2470 0.15 0.22 -0.11 0.292
H -2.4520 2.8484 -1.8852 0.06 0.25 0.21 0.247
P -2.7241 -2.4833 0.6411 -0.14 0.15 0.26 1.465
C -3.4078 -2.8375 2.2523 -0.29 -0.26 0.28 -0.992
H -4.1200 -3.6764 2.1591 0.19 0.21 -0.03 0.321
H -3.9558 -1.9613 2.6346 0.17 -0.28 -0.13 0.301
H -2.6136 -3.1352 2.9552 -0.19 0.19 -0.26 0.309
C -3.9647 -2.2514 -0.6490 -0.08 0.25 -0.10 -0.964
H -4.7336 -3.0368 -0.5612 0.25 0.22 -0.06 0.325
H -3.4940 -2.3061 -1.6475 -0.25 -0.04 0.47 0.260
H -4.4410 -1.2608 -0.5135 0.08 -0.53 -0.06 0.288
C -1.4258 -3.6106 0.1401 0.24 -0.06 0.11 -0.972
H -1.8482 -4.6167 -0.0052 0.03 0.24 0.07 0.320
H -0.6691 -3.6594 0.9413 -0.21 -0.01 -0.29 0.303
H -0.9603 -3.2787 -0.8030 -0.22 -0.10 0.41 0.251
Sn -0.0134 0.2091 -1.6137 0.68 0.43 6.82 1.123
C 0.0702 2.1083 -0.0439 2.09 -0.07 2.38 0.047
O 0.8839 1.9439 0.8381 -2.13 0.27 -2.50 -0.351
C -1.9184 -0.7901 0.5634 0.46 1.39 -0.36 0.267
O -2.0088 0.2947 1.0121 -0.37 -1.51 -0.50 -0.402
C -1.3662 -0.1484 -3.5107 -0.37 -0.40 -1.14 -0.178
C -0.6809 -1.3685 -3.3171 0.23 -0.61 -1.36 -0.238
C 0.7285 -1.3773 -3.2486 -0.12 -1.03 -1.41 -0.219
C 1.4538 -0.1879 -3.4704 0.55 -0.35 -0.93 -0.206
C 0.7735 1.0178 -3.7178 0.17 0.25 -0.89 -0.219
C -0.6367 1.0485 -3.6963 -0.36 -0.02 -1.22 -0.290
H -2.4575 -0.1430 -3.5271 0.26 0.11 -0.02 0.292
H -1.2313 -2.3092 -3.2294 0.15 0.35 0.06 0.297
H 1.2611 -2.3173 -3.0554 -0.19 0.42 -0.06 0.315
H 2.5467 -0.2166 -3.4759 -0.30 0.07 0.10 0.320
H 1.3384 1.9296 -3.9037 -0.08 -0.11 0.05 0.313
H -1.1723 1.9860 -3.8292 0.12 -0.13 -0.10 0.302
S -0.7242 -1.6817 4.8174 0.63 0.76 0.03 0.475
C 0.9101 -1.1046 4.8472 -0.29 0.82 -1.11 -0.405
C 1.0631 -0.0799 3.9184 -0.82 -1.17 0.79 -0.068
N -0.0888 0.2283 3.2338 -0.56 0.19 -0.23 -0.476
C -1.1202 -0.4901 3.6210 1.31 -0.45 0.49 -0.216
H 1.6775 -1.4851 5.5047 -0.20 -0.18 0.06 0.281
H 1.9927 0.4584 3.7256 -0.44 -0.13 0.10 0.229
H -2.1443 -0.3713 3.2713 0.37 0.10 0.18 0.201
```
Forces are in eV/Å.